Entry 1:
C35H33N11O4PtS2 as an isolated structure. Source: OMol25; level of theory: wB97M-V/def2-TZVPD.

Calculated values
E in hartree: -3172.133390
Highest occupied orbital energy (spin up / spin down) in Ha: -0.168 / -0.322
Net charge: 0
Spin multiplicity: 5

The geometry in XYZ format:
```
86
Properties=species:S:1:pos:R:3:lowdin_spin:R:1
Pt 0.000 0.000 0.000 0.59
C 2.790 0.097 -5.228 0.00
C 2.694 0.554 -3.805 0.00
C 2.117 1.792 -3.484 0.11
C 2.023 2.205 -2.154 0.00
C 2.506 1.375 -1.141 0.10
C 3.088 0.145 -1.442 0.09
C 3.178 -0.266 -2.773 0.12
S 2.423 1.911 0.595 0.01
O 2.183 3.350 0.461 0.00
O 3.772 1.589 1.066 0.01
N 1.203 1.102 1.235 0.02
C 1.603 -0.048 2.057 0.04
C 0.375 -0.879 2.446 0.01
O 0.354 -1.298 3.646 0.00
O -0.455 -1.119 1.522 0.02
H 2.358 0.831 -5.916 0.00
H 2.247 -0.845 -5.360 0.00
H 3.838 -0.049 -5.507 0.00
H 1.730 2.444 -4.261 0.01
H 1.572 3.159 -1.899 0.00
H 3.451 -0.485 -0.634 0.03
H 3.618 -1.233 -2.993 0.01
H 2.111 0.275 2.975 0.00
H 2.282 -0.733 1.534 0.02
C 6.483 -3.012 -1.645 0.01
C 5.066 -3.396 -1.359 0.12
C 4.666 -4.717 -1.364 0.28
C 3.338 -4.944 -1.086 0.34
N 2.454 -3.970 -0.822 0.11
C 2.940 -2.721 -0.841 0.29
S 1.850 -1.447 -0.511 1.08
N 4.214 -2.386 -1.099 0.36
H 7.110 -3.888 -1.841 0.00
H 6.904 -2.477 -0.789 0.00
H 6.522 -2.361 -2.524 0.00
H 5.345 -5.530 -1.571 0.01
H 2.928 -5.947 -1.067 0.02
C -2.119 -2.529 0.623 0.00
C -1.951 -2.110 -0.793 0.00
N -1.200 -1.108 -1.206 0.03
C -1.344 -1.054 -2.565 0.00
C -2.194 -2.041 -2.998 0.00
N -2.557 -2.725 -1.866 0.00
C -3.471 -3.851 -1.833 0.00
N -2.881 -5.058 -1.299 0.00
N -3.456 -5.660 -0.237 0.00
N -2.749 -6.746 0.039 0.00
C -1.731 -6.835 -0.871 0.00
C -0.716 -7.791 -1.015 0.00
C 0.209 -7.633 -2.054 0.00
C 0.122 -6.548 -2.930 0.00
C -0.887 -5.586 -2.803 0.00
C -1.797 -5.763 -1.755 0.00
H -1.738 -1.752 1.295 0.00
H -1.559 -3.447 0.821 0.00
H -3.172 -2.692 0.867 0.00
H -0.834 -0.304 -3.155 0.00
H -2.550 -2.303 -3.985 0.00
H -3.810 -4.071 -2.850 0.00
H -4.334 -3.563 -1.224 0.00
H -0.653 -8.630 -0.331 0.00
H 1.007 -8.362 -2.176 0.00
H 0.859 -6.445 -3.725 0.00
H -0.935 -4.742 -3.482 0.00
N -6.096 8.677 -1.723 0.00
C -5.575 7.702 -1.372 0.00
C -4.931 6.497 -0.938 0.00
C -3.802 6.020 -1.608 0.00
C -3.172 4.843 -1.186 0.00
C -3.666 4.127 -0.084 0.00
C -4.800 4.612 0.585 0.00
C -5.427 5.789 0.159 0.00
N -3.026 2.927 0.349 0.00
C -3.390 2.118 1.406 0.01
C -2.480 1.087 1.433 0.01
N -1.565 1.224 0.432 0.13
C -1.911 2.326 -0.197 0.01
H -3.403 6.561 -2.466 0.00
H -2.298 4.521 -1.746 0.00
H -5.228 4.102 1.443 0.00
H -6.307 6.147 0.693 0.00
H -4.235 2.317 2.045 0.00
H -2.442 0.254 2.123 0.00
H -1.381 2.720 -1.052 0.00
H 0.415 1.001 -1.333 0.00
```

***

Entry 2:
An isolated ion of composition C3H7N4S and charge +1. Source: OMol25; level of theory: wB97M-V/def2-TZVPD.

Calculated values
E in hartree: -735.250708
Highest occupied orbital energy in Ha: -0.439
Net charge: +1
Spin multiplicity: 1

The geometry in XYZ format:
```
15
Properties=species:S:1:pos:R:3:nbo_charge:R:1
C -1.309 1.154 -1.998 0.31
C 0.725 -1.211 -0.856 -0.10
C 1.171 -0.424 0.380 0.02
N -1.383 0.733 -3.154 -0.61
N -0.264 1.049 -1.115 -0.34
N 0.321 0.017 -0.813 0.06
N 0.493 -0.611 1.644 -0.71
S -2.658 2.459 -1.545 -0.14
H 0.741 -2.095 -1.553 0.29
H 2.106 0.089 0.465 0.23
H -2.252 0.898 -3.794 0.41
H -2.150 3.629 -2.032 0.17
H 0.742 -0.024 2.459 0.46
H 0.676 -1.544 2.148 0.47
H -0.536 -0.478 1.564 0.47
```

***

Entry 3:
A single C3H4ClNO molecule. Source: OMol25; level of theory: wB97M-V/def2-TZVPD.

Calculated values
E in hartree: -706.680111
Highest occupied orbital energy (spin up / spin down) in Ha: -0.286 / -0.321
Net charge: 0
Spin multiplicity: 1

The geometry in XYZ format:
```
10
Properties=species:S:1:pos:R:3:nbo_charge:R:1
C 0.910 0.266 0.122 -0.35
C 0.399 1.472 0.322 0.04
C 0.104 -0.934 0.115 -0.28
N -1.158 -0.666 -0.434 -0.20
O -1.662 0.422 0.108 -0.39
Cl 0.230 3.028 0.723 0.18
H 1.905 0.212 -0.179 0.23
H 0.317 -1.863 -0.500 0.22
H 0.055 -1.377 1.221 0.22
H -1.101 -0.560 -1.499 0.32
```

***

Entry 4:
A single C6H9NO molecule. Source: OMol25; level of theory: wB97M-V/def2-TZVPD.

Calculated values
SMILES string: CC1(C)[C@@H]2ON=C[C@@H]21
E in hartree: -363.775369
Highest occupied orbital energy in Ha: -0.328
Net charge: 0
Spin multiplicity: 1

The geometry in XYZ format:
```
17
Properties=species:S:1:pos:R:3:nbo_charge:R:1
C -1.868 -0.511 0.110 -0.62
C -0.409 0.116 0.115 -0.07
C -0.406 1.554 -0.306 -0.64
C 0.669 -0.538 1.007 0.07
O 1.864 0.431 0.991 -0.36
N 2.569 0.246 -0.115 -0.04
C 1.838 -0.593 -0.825 -0.02
C 0.483 -0.869 -0.328 -0.36
H -1.803 -1.722 0.118 0.22
H -2.600 0.067 -0.794 0.24
H -2.275 -0.192 1.259 0.21
H 0.526 2.172 0.007 0.25
H -1.004 2.087 0.444 0.24
H -0.615 1.348 -1.538 0.23
H 0.560 -0.989 1.988 0.23
H 2.259 -0.796 -1.719 0.19
H 0.213 -1.810 -0.411 0.23
```

***

Entry 5:
An isolated ion of composition C7H16N3O2 and charge +1. Source: OMol25; level of theory: wB97M-V/def2-TZVPD.

Calculated values
SMILES string: C=[N+](CCCNC)/C(O)=C(\N)O
E in hartree: -590.702071
Highest occupied orbital energy in Ha: -0.426
Net charge: +1
Spin multiplicity: 1

The geometry in XYZ format:
```
28
Properties=species:S:1:pos:R:3:nbo_charge:R:1
C 0.318 -1.782 0.515 -0.03
N -0.505 -0.784 0.312 -0.25
C -0.275 0.464 1.143 -0.23
C 1.140 0.890 1.558 -0.42
C 2.061 1.527 0.404 -0.21
N 2.090 0.768 -0.761 -0.65
C 2.640 -0.607 -0.784 -0.40
C -1.556 -0.807 -0.531 0.21
O -1.417 -1.792 -1.446 -0.69
C -2.585 0.087 -0.782 0.54
N -3.081 1.143 0.003 -0.82
O -3.272 -0.058 -1.945 -0.65
H -0.016 -2.654 0.013 0.22
H 1.175 -1.799 1.225 0.25
H -0.760 0.412 2.182 0.23
H -0.672 1.194 0.592 0.21
H 1.524 -0.066 1.997 0.18
H 0.833 1.573 2.423 0.24
H 1.631 2.540 0.359 0.22
H 2.936 1.601 0.961 0.20
H 1.409 1.130 -1.425 0.39
H 3.187 -0.648 0.153 0.21
H 3.327 -0.693 -1.752 0.23
H 1.729 -1.230 -0.882 0.18
H -1.780 -2.632 -1.212 0.50
H -3.702 1.756 -0.517 0.41
H -3.535 0.977 0.884 0.41
H -2.844 -0.509 -2.689 0.52
```

***

Entry 6:
A 3-piece molecular cluster, C7H17B2NO16S3 overall. Source: OMol25; level of theory: wB97M-V/def2-TZVPD.

Calculated values
SMILES string: CS(=O)(=O)C(=O)O[C@@](O)(B(N)O)B(O)O.O=S1(=O)OCCO1.O=S1(=O)OCCO1
E in hartree: -2779.773659
Highest occupied orbital energy in Ha: -0.349
Net charge: 0
Spin multiplicity: 1

The geometry in XYZ format:
```
46
Properties=species:S:1:pos:R:3:nbo_charge:R:1
C 2.566 0.995 0.314 -0.84
S 0.960 1.060 -0.650 1.93
O 0.805 2.482 -1.131 -0.91
O 1.048 0.043 -1.773 -0.87
C -0.377 0.586 0.600 0.55
O -0.358 -0.610 0.998 -0.46
O -1.336 1.495 1.125 -0.52
C -2.481 1.674 0.244 -0.13
O -2.149 1.806 -1.168 -0.73
B -3.643 0.538 0.367 1.10
N -3.399 -0.811 0.972 -1.15
O -4.994 0.821 -0.138 -0.95
B -3.165 3.122 0.689 1.18
O -3.998 3.130 1.867 -0.93
O -2.852 4.293 -0.108 -0.91
H 3.317 0.307 -0.217 0.28
H 3.000 2.053 0.431 0.27
H 2.360 0.602 1.372 0.25
H -2.965 2.136 -1.623 0.50
H -4.268 -1.167 1.393 0.39
H -3.026 -1.485 0.272 0.43
H -5.117 0.363 -1.007 0.50
H -3.420 2.909 2.635 0.51
H -1.858 4.296 -0.135 0.51
O 7.495 3.425 0.963 -0.88
S 7.146 2.372 0.056 2.51
O 7.341 0.987 0.360 -0.88
O 7.836 2.690 -1.378 -0.68
C 6.827 2.781 -2.385 -0.10
C 5.576 3.255 -1.661 -0.11
O 5.601 2.584 -0.401 -0.69
H 6.682 1.786 -2.814 0.19
H 7.135 3.472 -3.171 0.21
H 4.663 3.016 -2.207 0.22
H 5.614 4.332 -1.471 0.19
O -2.824 -3.437 -0.441 -0.90
S -3.782 -4.466 -0.146 2.52
O -5.103 -4.478 -0.694 -0.88
O -3.888 -4.608 1.467 -0.68
C -3.557 -5.942 1.853 -0.10
C -2.595 -6.442 0.786 -0.10
O -3.089 -5.903 -0.440 -0.67
H -4.478 -6.533 1.862 0.19
H -3.112 -5.952 2.848 0.22
H -2.554 -7.530 0.740 0.22
H -1.588 -6.047 0.947 0.20
```

***

Entry 7:
A 2-piece molecular cluster, C11H15N overall. Source: OMol25; level of theory: wB97M-V/def2-TZVPD.

Calculated values
SMILES string: Cc1c[nH]c2ccccc12.CC
E in hartree: -482.902488
Highest occupied orbital energy in Ha: -0.292
Net charge: 0
Spin multiplicity: 1

The geometry in XYZ format:
```
27
Properties=species:S:1:pos:R:3:nbo_charge:R:1
C -2.371 -0.100 -1.462 -0.63
C -0.902 -0.396 -1.364 -0.08
C -0.287 -1.509 -1.833 -0.04
N 1.106 -1.406 -1.675 -0.54
C 1.370 -0.116 -1.264 0.15
C 2.568 0.521 -0.953 -0.24
C 2.533 1.830 -0.528 -0.22
C 1.324 2.522 -0.393 -0.24
C 0.126 1.864 -0.630 -0.19
C 0.144 0.544 -1.055 -0.10
H -2.667 0.729 -0.830 0.22
H -2.981 -0.965 -1.206 0.22
H -2.579 0.248 -2.480 0.22
H -0.803 -2.432 -2.068 0.21
H 1.639 -1.920 -2.361 0.40
H 3.495 -0.042 -0.958 0.21
H 3.492 2.290 -0.339 0.21
H 1.326 3.539 -0.027 0.21
H -0.795 2.393 -0.446 0.21
C -0.298 -1.574 2.827 -0.60
C -1.155 -0.318 2.602 -0.61
H -0.885 -2.483 2.693 0.20
H 0.580 -1.604 2.184 0.20
H 0.117 -1.559 3.840 0.20
H -1.771 -0.212 3.499 0.20
H -1.811 -0.400 1.735 0.20
H -0.515 0.555 2.494 0.21
```

***

Entry 8:
A 6-piece molecular cluster, CH14NO5 overall. Source: OMol25; level of theory: wB97M-V/def2-TZVPD.

Calculated values
E in hartree: -477.187673
Highest occupied orbital energy in Ha: -0.533
Net charge: +1
Spin multiplicity: 1

The geometry in XYZ format:
```
21
Properties=species:S:1:pos:R:3:nbo_charge:R:1
C 0.538 -1.314 0.888 0.16
N -0.271 -0.492 1.410 -0.58
H 1.396 -1.012 0.314 0.24
H 0.342 -2.371 0.917 0.22
H -1.140 -0.791 1.831 0.43
H -0.108 0.525 1.431 0.48
H 0.279 2.664 -1.463 0.46
H -0.165 1.824 -2.521 0.46
O 0.676 2.051 -2.098 -0.93
H 1.198 1.580 3.185 0.49
H 0.458 2.770 2.598 0.49
O 0.422 1.843 2.690 -0.96
H -1.390 -2.091 -2.689 0.49
H -0.235 -1.095 -3.088 0.49
O -0.545 -1.717 -2.426 -0.97
H -2.945 1.084 0.935 0.49
H -2.162 2.035 1.937 0.50
O -2.091 1.435 1.191 -0.98
H 1.290 -2.560 -2.135 0.50
H 2.606 -1.909 -1.544 0.48
O 1.848 -2.458 -1.362 -0.98
```

***

Entry 9:
An isolated ion of composition C5H6N and charge +1. Source: OMol25; level of theory: wB97M-V/def2-TZVPD.

Calculated values
SMILES string: C#C[N+](C)=C=C
E in hartree: -248.432864
Highest occupied orbital energy in Ha: -0.550
Net charge: +1
Spin multiplicity: 1

The geometry in XYZ format:
```
12
Properties=species:S:1:pos:R:3:nbo_charge:R:1
C 2.464 -1.189 -0.468 -0.03
C 1.379 -0.651 -0.273 0.07
N 0.266 0.034 0.015 -0.34
C 0.278 1.475 0.058 -0.42
C -0.794 -0.623 0.265 0.51
C -1.720 -1.510 0.437 -0.40
H 3.391 -1.439 -0.708 0.24
H -0.183 1.793 1.108 0.25
H 1.352 1.730 0.074 0.26
H -0.293 1.919 -0.748 0.25
H -2.091 -2.115 1.295 0.32
H -2.295 -1.510 -0.455 0.29
```

***

Entry 10:
An isolated ion of composition C18H20FN6O2S and charge +1. Source: OMol25; level of theory: wB97M-V/def2-TZVPD.

Calculated values
SMILES string: Cc1cc(C(N)=S)cnc1C(=O)Nc1cc([C@]2(CF)COCC([NH3+])=N2)ccn1
E in hartree: -1674.636745
Highest occupied orbital energy in Ha: -0.377
Net charge: +1
Spin multiplicity: 1

The geometry in XYZ format:
```
48
Properties=species:S:1:pos:R:3:nbo_charge:R:1
C 2.977 2.834 -1.178 -0.64
C 1.553 2.837 -1.823 -0.04
C 1.336 3.782 -2.824 -0.13
C 0.008 3.863 -3.419 -0.15
C -0.429 4.959 -4.243 0.07
N 0.453 5.618 -5.016 -0.76
S -1.895 5.128 -4.911 -0.09
C -0.913 2.980 -2.988 0.08
N -0.676 2.048 -2.084 -0.38
C 0.476 2.071 -1.393 0.10
C 0.527 0.984 -0.302 0.70
O -0.384 0.849 0.570 -0.71
N 1.511 0.103 -0.288 -0.58
C 1.402 -1.190 0.118 0.34
C 0.740 -1.575 1.245 -0.26
C 0.321 -2.882 1.474 0.01
C -0.667 -3.122 2.666 0.01
C 0.065 -3.783 3.853 0.08
F 1.182 -3.117 4.088 -0.33
C -1.895 -3.925 2.335 -0.08
O -2.714 -3.289 1.344 -0.51
C -2.649 -1.882 1.213 -0.13
C -2.067 -1.142 2.399 0.39
N -2.244 0.269 2.702 -0.72
N -1.200 -1.816 3.139 -0.37
C 0.932 -3.854 0.735 -0.25
C 1.804 -3.446 -0.354 0.07
N 2.032 -2.128 -0.654 -0.43
H 3.321 1.898 -0.699 0.22
H 3.010 3.684 -0.506 0.24
H 3.711 3.041 -1.940 0.23
H 2.319 4.316 -3.080 0.24
H 0.086 6.201 -5.801 0.42
H 1.370 5.201 -5.257 0.38
H -1.903 2.939 -3.265 0.23
H 2.279 0.132 -1.038 0.44
H 0.488 -0.732 1.954 0.24
H 0.182 -4.775 3.648 0.17
H -0.566 -3.752 4.783 0.18
H -2.674 -3.985 3.088 0.21
H -1.602 -4.941 2.028 0.21
H -2.114 -1.624 0.368 0.23
H -3.717 -1.478 1.118 0.21
H -1.820 0.530 3.603 0.47
H -1.758 0.742 1.950 0.50
H -3.227 0.576 2.705 0.45
H 0.768 -4.923 0.872 0.23
H 2.259 -4.224 -0.934 0.22
```

***

Entry 11:
A single C4H12N2S molecule. Source: OMol25; level of theory: wB97M-V/def2-TZVPD.

Calculated values
SMILES string: CN[C@@H](CN)CS
E in hartree: -667.225546
Highest occupied orbital energy in Ha: -0.306
Net charge: 0
Spin multiplicity: 1

The geometry in XYZ format:
```
19
Properties=species:S:1:pos:R:3:nbo_charge:R:1
C -1.971 -0.422 1.190 -0.42
N -1.309 -0.512 -0.033 -0.64
C 0.078 0.032 0.021 -0.09
C 1.043 -1.002 -0.572 -0.22
N 2.346 -0.442 -0.749 -0.85
C 0.249 1.285 -0.837 -0.47
S 0.410 2.585 0.549 -0.10
H -1.651 0.132 2.075 0.19
H -1.981 -1.409 1.731 0.17
H -3.029 -0.135 1.016 0.20
H -1.843 -0.140 -0.856 0.37
H 0.376 0.173 1.052 0.20
H 1.002 -1.889 0.125 0.17
H 0.700 -1.425 -1.560 0.19
H 2.822 -1.046 -1.471 0.37
H 2.850 -0.409 0.113 0.36
H -0.538 1.537 -1.571 0.21
H 1.116 1.230 -1.381 0.23
H -0.669 1.857 1.159 0.13
```

***

Entry 12:
C4H7ClO as an isolated structure. Source: OMol25; level of theory: wB97M-V/def2-TZVPD.

Calculated values
E in hartree: -691.917194
Highest occupied orbital energy in Ha: -0.312
Net charge: 0
Spin multiplicity: 1

The geometry in XYZ format:
```
13
Properties=species:S:1:pos:R:3:nbo_charge:R:1
C -0.747 -1.789 0.525 -0.54
C -0.375 -0.574 0.019 0.35
C -0.616 1.718 0.034 -0.24
C 1.412 -0.381 -0.786 -0.47
O -1.085 0.459 0.410 -0.51
Cl 2.499 0.052 0.427 0.01
H -1.690 -2.048 0.922 0.21
H -0.162 -2.661 0.306 0.20
H 0.517 1.714 0.199 0.18
H -1.207 2.481 0.492 0.20
H -0.762 1.738 -0.975 0.17
H 1.341 0.328 -1.645 0.22
H 1.776 -1.325 -1.186 0.22
```